# 1
This record from the Open Molecules 2025 dataset describes a cluster of 2 separate species, C2H8S4 in total at a distorted geometry. The level of theory is ωB97M-V/def2-TZVPD.

Last column: Löwdin charge in e.
Element x y z (Å)
C 2.0137 -0.6727 0.5101  -0.46
S 1.4233 1.0604 0.6738  0.33
S 1.7439 1.8825 -1.2189  0.29
H 1.8332 -1.1273 -0.4579  0.03
H 3.0362 -0.6840 0.8770  0.02
H 1.3627 -1.1638 1.2373  0.01
H 3.0805 1.8188 -1.0900  -0.20
C -1.4999 -1.0956 -0.4781  -0.47
S -2.7808 0.1822 -0.4439  0.34
S -2.8945 1.4302 1.2099  0.27
H -0.9687 -1.0984 0.4749  0.02
H -2.0556 -2.0306 -0.5318  0.02
H -0.8642 -0.9583 -1.3443  0.02
H -3.4297 2.4566 0.5818  -0.22

Cartesian forces (eV/Å) of the 2 atoms listed first:
-0.69 0.74 0.89
-0.07 -0.10 -0.75

Results
* structure (SMILES): CSS.CSS

# 2
This record from the Open Molecules 2025 dataset describes a cluster of 2 separate species, CH8N2 in total at a distorted geometry. The level of theory is ωB97M-V/def2-TZVPD.

Last column: Löwdin charge in e.
Element x y z (Å)
C 0.8065 1.3934 0.6008  -0.06
H -0.1001 0.9905 1.0643  0.01
H 0.6053 2.4236 0.2865  0.03
H 1.1009 0.8132 -0.2674  0.01
H 1.6273 1.3604 1.3238  0.03
H -0.1299 -0.8024 0.8206  0.01
H -1.5103 -1.5649 0.3582  0.05
H -0.8494 -0.2573 -1.4140  0.05
H -0.7122 -1.8115 -1.7614  0.06
N -0.5236 -1.4678 0.1804  -0.09
N -0.3146 -1.0772 -1.1918  -0.09

Cartesian forces (eV/Å) of the 2 atoms listed first:
0.08 0.37 0.19
0.22 0.23 -0.13

Results
* structure (SMILES): NN.C

# 3
This record from the Open Molecules 2025 dataset describes a structure of composition C39H53EuFN6O2Si2 at a distorted geometry. The level of theory is ωB97M-V/def2-TZVPD.

Last column: Löwdin charge in e.
Element x y z (Å)
Eu -6.7436 -17.1675 8.0281  1.59
C -9.4367 -14.5282 13.3772  -0.11
N -9.1382 -15.0134 12.0734  -0.24
C -7.9927 -14.5452 11.3107  -0.19
C -8.1370 -13.2096 10.5878  -0.17
C -9.3553 -12.9772 9.6272  -0.21
N -9.1537 -13.6669 8.3085  0.07
C -10.2232 -14.0294 7.7065  -0.16
C -10.1851 -14.6170 6.3849  -0.16
C -11.1211 -14.2031 5.4184  -0.09
C -11.1218 -14.6472 4.1213  -0.12
C -10.3080 -15.7929 3.8317  -0.09
C -9.2711 -16.1538 4.6626  -0.03
C -9.2054 -15.6099 5.9897  -0.34
O -8.3786 -16.1807 6.8300  -0.33
C -10.1249 -15.9685 11.6306  -0.20
C -10.0488 -16.5882 10.2111  -0.15
C -9.9869 -18.1318 10.0583  -0.15
N -8.5473 -18.5926 10.0240  -0.12
C -8.0052 -18.8503 11.3909  -0.21
C -6.9614 -17.9955 12.0137  -0.13
C -7.0942 -17.4183 13.2710  -0.07
C -6.0317 -16.7322 13.8566  -0.07
C -4.8041 -16.5673 13.1592  -0.07
C -4.7286 -16.8727 11.8248  0.00
C -5.7385 -17.6759 11.2513  -0.37
O -5.6302 -18.0294 10.0456  -0.14
H -9.6060 -13.4242 13.3891  0.08
H -8.6581 -14.6766 14.1302  0.07
H -10.4347 -14.9344 13.6938  0.09
H -7.7242 -15.3942 10.6099  0.11
H -7.0698 -14.4830 11.9610  0.13
H -7.2936 -13.1160 9.9155  0.08
H -8.1175 -12.3875 11.3256  0.10
H -9.5458 -11.8748 9.5137  0.11
H -10.2986 -13.2509 10.1664  0.10
H -11.2751 -13.9720 8.0448  0.13
H -11.9221 -13.4823 5.6638  0.11
H -11.6681 -14.1927 3.3383  0.07
H -10.5963 -16.4394 3.0497  0.08
H -8.5219 -16.8766 4.3737  0.07
H -11.1202 -15.4615 11.7847  0.11
H -10.0791 -16.7982 12.3892  0.11
H -9.2357 -16.2311 9.6144  0.05
H -10.9386 -16.2687 9.6839  0.10
H -10.4885 -18.4509 9.1240  0.13
H -10.5929 -18.4883 10.9257  0.10
H -8.8515 -18.9482 12.1457  0.12
H -8.0156 -17.5873 13.7827  0.10
H -6.1457 -16.2088 14.8063  0.10
H -3.9588 -16.1038 13.6255  0.09
H -3.8909 -16.5477 11.2280  0.10
C -3.4923 -13.0214 6.6762  -0.20
Si -5.1030 -13.9963 6.5495  0.42
C -5.0786 -15.0499 4.8657  -0.17
C -6.4639 -12.7893 6.7302  -0.18
N -5.0858 -15.3083 7.7548  -0.23
C -3.8103 -15.7922 7.9846  -0.39
C -2.8990 -15.1032 8.9056  -0.07
C -1.8695 -15.7906 9.4750  -0.14
C -1.3550 -16.9616 8.8953  -0.12
C -2.0687 -17.5963 7.8714  -0.04
C -3.2938 -17.0316 7.4788  -0.23
F -4.1591 -17.7548 6.6723  -0.04
H -3.3917 -12.3800 5.7732  0.03
H -2.6513 -13.7179 6.5812  0.03
H -3.4391 -12.4074 7.5475  0.01
H -4.6626 -14.3737 4.0815  0.00
H -6.0739 -15.3289 4.4850  0.00
H -4.3725 -15.9503 4.9583  0.03
H -7.2134 -12.7545 5.9283  0.04
H -6.1009 -11.7680 6.8248  0.02
H -7.0028 -13.0040 7.6567  -0.01
H -3.2085 -14.1074 9.1543  0.09
H -1.2714 -15.2897 10.2577  0.10
H -0.4019 -17.3400 9.1929  0.08
H -1.7467 -18.5012 7.3484  0.11
C -7.2185 -19.1019 4.7353  -0.04
C -7.7520 -19.9672 5.8399  -0.34
C -8.1592 -21.2470 5.5181  -0.07
C -8.7402 -22.0326 6.5380  -0.06
C -8.6842 -21.6346 7.8710  -0.03
C -8.3165 -20.2786 8.1430  -0.34
N -7.7603 -19.5450 7.1341  0.08
N -8.3480 -19.9034 9.4296  -0.10
Si -7.8013 -20.7983 10.9123  0.41
C -6.9589 -20.9644 12.7769  -0.17
C -6.3927 -21.7979 10.2268  -0.16
C -9.5702 -21.4055 11.3112  -0.15
H -8.1232 -18.8484 4.1314  0.09
H -6.4324 -19.6407 4.1277  0.10
H -6.7903 -18.1850 5.1432  0.04
H -8.1496 -21.5913 4.5054  0.09
H -9.1614 -23.0417 6.2979  0.11
H -8.9992 -22.2498 8.6775  0.07
H -5.9808 -20.5656 12.6514  0.00
H -7.0714 -21.9817 13.0569  0.00
H -7.5173 -20.4339 13.5101  0.00
H -6.5571 -21.7379 9.1323  0.01
H -6.3740 -22.8814 10.5326  0.05
H -5.4467 -21.3203 10.5312  0.04
H -9.8462 -22.0865 10.4755  0.01
H -10.2195 -20.4898 11.2105  0.02
H -9.8725 -21.9663 12.2189  0.03

Cartesian forces (eV/Å) of the 2 atoms listed first:
0.25 -0.14 0.11
-0.92 1.40 0.14

Results
* net charge: -1
* 2S+1: 7

# 4
This record from the Open Molecules 2025 dataset describes a cluster of 2 separate species, C2H3F in total at a distorted geometry. The level of theory is ωB97M-V/def2-TZVPD.

Last column: Löwdin charge in e.
Element x y z (Å)
C -1.1099 -0.5043 0.7007  0.10
C 0.8240 -0.1274 -0.6090  0.05
F 0.6026 0.6900 -1.6079  -0.02
H -0.4914 -0.3266 1.5603  -0.08
H -1.6456 0.2422 0.1520  -0.08
H 1.8202 0.0261 -0.1961  0.03

Cartesian forces (eV/Å) of the 2 atoms listed first:
2.03 -0.64 -1.50
-3.57 0.07 1.73

# 5
This record from the Open Molecules 2025 dataset describes the molecule C4H9FN2 at a distorted geometry. The level of theory is ωB97M-V/def2-TZVPD.

Last column: Löwdin charge in e.
Element x y z (Å)
C -1.3389 -0.9327 -0.4520  -0.02
C 0.0603 -0.3556 -0.4757  -0.62
C 1.1817 -1.2886 0.1233  -0.07
C 0.1815 0.9334 0.2967  -0.49
H -1.3507 -1.8781 -1.0207  0.09
H -1.5932 -1.0856 0.5597  0.06
H -2.0710 -0.0992 -0.8536  0.12
H 2.1392 -0.9452 -0.5867  0.13
H 0.6766 -2.4984 0.1844  0.13
H 1.0299 -0.8371 1.3260  0.11
H -0.0391 2.7609 0.4929  0.12
H -0.1121 2.1654 -1.3579  0.15
H 0.3747 1.3188 2.2659  0.09
N -0.1177 2.1108 -0.2936  0.15
N 0.4407 0.6360 1.4895  0.07
F 0.5381 -0.0049 -1.6981  -0.02

Cartesian forces (eV/Å) of the 2 atoms listed first:
-0.53 2.04 -2.21
2.16 -1.12 1.29

Results
* structure (SMILES): [H]/N=C(\N)C(C)(C)F

# 6
This record from the Open Molecules 2025 dataset describes the molecule C6H9N at a distorted geometry. The level of theory is ωB97M-V/def2-TZVPD.

Last column: Löwdin charge in e.
Element x y z (Å)
C 1.5078 0.7753 1.1252  -0.03
C 0.7631 -0.1094 0.1790  -0.35
C -0.5907 0.1380 -0.3292  -0.24
C -1.3547 1.4034 -0.0990  -0.05
C -0.9564 -0.9809 -0.9905  -0.02
C 0.1534 -1.9515 -0.8214  -0.22
N 1.2631 -1.2309 -0.2140  0.07
H 1.6523 1.7780 0.7127  0.08
H 2.4803 0.3227 1.3302  0.08
H 0.9650 0.8824 2.0730  0.08
H -2.3320 1.3613 -0.5862  0.08
H -0.8098 2.2686 -0.4951  0.08
H -1.5148 1.5863 0.9716  0.08
H -1.8886 -1.1548 -1.5237  0.11
H 0.3648 -2.6977 -1.5928  0.12
H 0.1254 -2.4687 0.1556  0.14

Cartesian forces (eV/Å) of the 2 atoms listed first:
0.10 0.12 0.00
0.33 0.08 -0.10

Results
* structure (SMILES): CC1=CCN=C1C

# 7
This record from the Open Molecules 2025 dataset describes a structure of composition C6H5InNO2 at a distorted geometry. The level of theory is ωB97M-V/def2-TZVPD.

Last column: Löwdin charge in e.
Element x y z (Å)
In -0.9487 4.3798 3.7028  1.10
C -0.1647 -2.0282 -1.0685  0.21
C 0.9966 -1.3503 -1.3487  0.08
C 1.2321 -0.2069 -0.5940  0.27
C 0.1588 0.4539 0.2348  0.05
C -0.9901 -0.2198 0.5109  0.11
C -1.1271 -1.5066 -0.0153  0.29
N 0.3235 1.8688 0.5453  -0.28
O 1.1822 2.3340 -0.1935  0.24
O -0.4465 2.4933 1.2298  0.04
H -0.3841 -2.9916 -1.5314  0.18
H 1.7263 -1.6942 -2.0752  0.18
H 2.1683 0.3356 -0.7513  0.18
H -1.7854 0.2923 1.0466  0.17
H -1.9413 -2.1601 0.3078  0.19

Cartesian forces (eV/Å) of the 2 atoms listed first:
-0.10 0.47 0.38
0.45 -0.27 -0.03

Results
* net charge: +3

# 8
This record from the Open Molecules 2025 dataset describes the molecule C9H8BrNO2 at a distorted geometry. The level of theory is ωB97M-V/def2-TZVPD.

Last column: Löwdin charge in e.
Element x y z (Å)
C -0.8021 0.7671 1.4076  0.01
C -0.3486 1.3957 -0.7654  -0.06
C -2.0776 1.4927 1.3203  -0.09
C -1.4172 2.2493 -0.7217  -0.15
C -0.0017 0.5687 0.3109  -0.30
C 1.3718 -1.2960 1.4964  -0.28
C 1.3377 -1.1886 -1.0738  -0.41
C 0.0949 -1.8339 -1.4947  0.01
C 1.1829 -0.3562 0.3247  -0.57
N -2.2807 2.3164 0.3014  0.05
O 0.4376 -1.7134 2.0720  0.10
O 2.4782 -1.2888 -1.5381  0.01
Br 2.8013 0.8252 0.1764  0.81
H -0.5610 0.2366 2.3805  0.13
H 0.3413 1.4117 -1.6139  0.12
H -2.7883 1.3765 2.1000  0.09
H -1.5306 2.9356 -1.5639  0.11
H 2.4045 -1.5831 1.7766  0.13
H -0.7519 -1.5806 -0.9887  0.06
H -0.0906 -1.7694 -2.4992  0.07
H 0.2003 -2.9656 -1.4074  0.14

Cartesian forces (eV/Å) of the 2 atoms listed first:
-2.13 -1.02 2.20
1.33 -0.66 -0.85

Results
* structure (SMILES): CC(=O)[C@](Br)(C=O)c1ccncc1

# 9
This record from the Open Molecules 2025 dataset describes the ion C10H15N2S with charge +1 at a distorted geometry. The level of theory is ωB97M-V/def2-TZVPD.

Last column: Löwdin charge in e.
Element x y z (Å)
C -2.1938 -2.1878 2.1153  -0.07
C -3.2658 -1.6865 1.2359  -0.06
C -1.0553 -1.5868 2.3712  -0.02
C -3.0434 -0.5935 0.5732  -0.11
C -0.8545 -0.1160 1.8874  -0.35
C -1.7033 0.1515 0.6994  -0.38
C 0.4694 0.8174 -0.8954  -0.33
C 1.5565 0.0620 -3.1614  -0.05
C 2.4609 2.0446 -1.6342  -0.08
C 1.6972 0.6839 -1.6474  -0.44
N 1.3695 -0.0757 2.5378  0.13
N 0.5183 0.1790 1.7459  -0.09
S -0.7503 -0.3348 -0.8989  1.14
H -2.3417 -3.2715 2.4345  0.14
H -4.1551 -2.3383 1.1089  0.14
H -0.2592 -1.8590 3.0131  0.09
H -3.5853 -0.2838 -0.2375  0.08
H -1.1173 0.5968 2.7093  0.19
H -1.7453 1.2290 0.4987  0.12
H 0.3186 1.5919 -0.1576  0.08
H 2.3970 0.4826 -3.7655  0.08
H 0.5358 0.4483 -3.6106  0.11
H 1.6049 -1.0572 -3.2144  0.08
H 1.9809 2.9447 -1.8879  0.06
H 3.3692 1.7436 -2.2655  0.11
H 2.8461 2.3620 -0.6518  0.09
H 2.5654 0.0433 -1.1381  0.20
H 2.3806 0.0106 2.2356  0.11

Cartesian forces (eV/Å) of the 2 atoms listed first:
-0.90 -3.14 0.25
-0.03 -1.91 1.27

Results
* net charge: +1

# 10
This record from the Open Molecules 2025 dataset describes the molecule C17H22BN3O4 at a distorted geometry. The level of theory is ωB97M-V/def2-TZVPD.

Last column: Löwdin charge in e.
Element x y z (Å)
N -0.4725 2.1356 0.0954  0.24
O 3.7194 1.6721 1.9784  0.02
O 1.1745 -2.4311 2.3496  0.09
C 0.1530 2.2133 1.0555  -0.18
O 1.5910 -2.3428 -2.4376  0.18
O 1.8459 -0.3118 -0.9694  0.10
B 1.3305 -1.6168 -1.3120  -0.59
C 3.0293 0.6674 2.2667  -0.40
C 0.6663 -1.4029 1.9783  -0.45
C 4.9870 -0.7139 2.8777  0.08
C 3.6607 -0.6339 2.7029  -0.05
C -1.2834 1.0651 -3.0739  -0.02
C -3.3075 0.8805 -1.6431  -0.02
C -0.7783 -0.0875 -2.4807  -0.04
C -2.5614 1.5417 -2.6267  -0.30
C -2.7729 -0.2359 -1.1097  -0.26
C -1.5650 -0.7759 -1.5668  -0.19
N 1.6797 0.8876 2.1423  -0.05
N -0.0435 -1.2263 0.7846  0.10
C -2.9403 2.9031 -3.0090  -0.08
C -3.3720 -0.8802 0.0909  -0.04
C 1.1818 2.2563 2.0214  -0.13
C 0.7173 -0.1100 2.7629  -0.03
C -1.0837 -2.1500 -1.1832  -0.10
C 0.1562 -2.0982 -0.3326  -0.21
H 2.2580 -1.7918 -2.8882  0.13
H 1.7943 0.1230 -0.0594  0.09
H 5.6922 0.1468 2.8562  0.09
H 5.3934 -1.6746 3.1829  0.07
H 2.9959 -1.3741 3.0069  0.06
H -1.0350 1.2582 -4.1142  0.11
H -4.2178 1.2947 -1.2398  0.12
H 0.0941 -0.5409 -2.9373  0.11
H -0.1841 -0.2373 0.5041  0.11
H -3.0054 3.3406 -1.9762  0.10
H -3.9568 2.8907 -3.4286  0.08
H -2.3262 3.5355 -3.7413  0.11
H -4.3928 -0.3959 0.3010  0.10
H -2.7325 -0.8017 0.9639  0.07
H -3.6265 -1.9278 -0.2018  0.09
H 1.9720 2.8539 1.6251  0.12
H 0.9546 2.7389 3.0185  0.16
H 1.0396 -0.4094 3.7218  0.11
H -0.2950 0.3238 2.8063  0.14
H -0.9190 -2.7145 -2.1373  0.14
H -1.7535 -2.7948 -0.6537  0.10
H 0.5386 -3.0488 0.0292  0.15

Cartesian forces (eV/Å) of the 2 atoms listed first:
-0.46 -0.03 0.26
-0.14 -1.95 0.57

Results
* structure (SMILES): C=CC(=O)N(CC#N)CC(=O)N[C@@H](Cc1ccc(C)cc1C)B(O)O

# 11
This record from the Open Molecules 2025 dataset describes a cluster of 2 separate species, C5H10O in total at a distorted geometry. The level of theory is ωB97M-V/def2-TZVPD.

Last column: Löwdin charge in e.
Element x y z (Å)
C 0.3589 1.1506 1.8163  -0.07
C -0.5869 1.0676 0.6616  -0.38
C -1.8542 1.4638 0.7322  0.04
C 1.0943 0.6804 -1.0904  0.01
C -0.0946 0.4203 -0.5798  -0.15
H 1.4092 1.0624 1.5351  0.06
H 0.2115 0.3397 2.5374  0.09
H 0.2964 2.0283 2.4648  0.08
H -2.2076 2.0442 1.5581  0.06
H -2.6036 1.1523 0.0177  0.06
H 1.8437 1.2255 -0.5566  0.05
H 1.4342 0.2559 -2.0265  0.05
H -0.8832 -0.1996 -1.0020  0.10
H 1.0653 -3.7180 -2.2254  0.03
H -0.2132 -4.4501 -2.0309  0.04
O 0.7300 -4.5231 -1.8115  -0.07

Cartesian forces (eV/Å) of the 2 atoms listed first:
0.83 0.31 0.93
0.10 -0.26 0.18

Results
* structure (SMILES): C=CC(=C)C.O

# 12
This record from the Open Molecules 2025 dataset describes a cluster of 2 separate species, C3H10O in total. The level of theory is ωB97M-V/def2-TZVPD.

Last column: Löwdin charge in e.
Element x y z (Å)
C -0.1675 1.7742 0.0800  -0.16
C 1.2682 1.5348 0.5511  -0.17
H -0.8575 1.3535 0.7972  0.06
H -0.3712 2.8175 -0.1581  0.06
H -0.3551 1.2965 -0.8843  0.05
H 1.8868 2.4362 0.5311  0.06
H 1.7893 0.8351 -0.0929  0.05
H 1.3998 1.1859 1.5694  0.06
C -0.9140 -2.5305 -0.2718  -0.15
O -0.8042 -1.2900 -0.9576  -0.14
H 0.0320 -0.8330 -0.8043  0.05
H -1.4254 -2.4125 0.6896  0.07
H -1.5382 -3.1493 -0.9034  0.07
H 0.0570 -3.0182 -0.1461  0.08

Cartesian forces (eV/Å) of the 2 atoms listed first:
0.32 -0.10 -0.50
0.73 0.52 -0.19

Results
* structure (SMILES): CC.CO

These records have electronic energy values of -1673.70599 -152.35095 -3386.00273 -177.57284 -367.07775 -288.74124 -625.52184 -3126.94012 -897.30586 -1151.09943 -271.68947 -195.50136 hartree, in the order they appear.